Record 1
The following is a DFT calculation (ωB97M-V/def2-TZVPD) of a molecular structure, C3H2AgLi2O3.

CARTESIAN COORDINATES (ANGSTROEM)
C 1.197 -0.069 1.617
C 0.785 0.184 0.153
O 2.221 0.419 2.095
H 0.472 -0.666 2.171
H 1.156 1.006 -0.464
Li 3.884 -0.165 1.991
Li 1.836 2.004 2.841
O -0.069 -0.703 -0.358
C -0.869 -0.398 -1.443
O -1.281 0.399 -2.151
Ag -2.972 -0.094 -1.070

Lowest unoccupied orbital energy (spin up / spin down)   -7.849 / -8.450 eV
F_max   10.661 eV/Å
Relative energy (zero: lowest compared OMol25 entry of this formula, charge and spin)   34.8 kJ/mol
Charge   +2
Multiplicity   2
Orbital gap (spin up / spin down)   6.923 / 6.281 eV


Record 2
The following is a DFT calculation (ωB97M-V/def2-TZVPD) of a molecular structure, C3H2AlFO.

CARTESIAN COORDINATES (ANGSTROEM)
C -0.119 -0.317 1.027
O 0.955 -0.361 -0.059
C -0.048 0.060 -0.960
C -1.040 0.174 -0.011
F 0.205 0.506 2.076
H -0.238 -1.335 1.424
H -2.121 0.259 -0.066
Al 0.013 -0.029 -2.758

Lowest unoccupied orbital energy (spin up / spin down)   -6.275 / -8.408 eV
F_max   5.309 eV/Å
Relative energy (zero: lowest compared OMol25 entry of this formula, charge and spin)   72.3 kJ/mol
Charge   +1
Multiplicity   2
Orbital gap (spin up / spin down)   8.139 / 5.974 eV


Record 3
The following is a DFT calculation (ωB97M-V/def2-TZVPD) of a molecular structure, C3H2BaCl2F6NO8S3.

CARTESIAN COORDINATES (ANGSTROEM)
Ba 1.476 -0.650 0.968
O 3.526 -1.622 2.392
S 2.520 -2.719 2.598
O 2.988 -3.804 3.421
O 2.118 -3.158 1.207
O 1.297 -2.028 3.158
Cl -1.194 -2.917 1.183
C -2.636 -2.220 0.450
Cl -3.719 -3.453 -0.241
H -2.340 -1.560 -0.356
H -3.199 -1.690 1.209
F 0.806 -0.181 -3.889
C 0.602 1.029 -3.380
F 1.442 1.890 -3.941
F -0.647 1.403 -3.628
S 0.889 0.932 -1.562
O -0.142 0.020 -1.075
O 2.260 0.499 -1.416
N 0.619 2.424 -1.145
S 0.196 2.751 0.350
O 0.811 1.850 1.303
O 0.261 4.143 0.631
C -1.643 2.338 0.419
F -2.302 3.358 0.963
F -2.148 2.114 -0.792
F -1.840 1.253 1.173

Lowest unoccupied orbital energy   2.217 eV
F_max   2.134 eV/Å
Relative energy (zero: lowest compared OMol25 entry of this formula, charge and spin)   53.7 kJ/mol
Charge   -1
Orbital gap   7.734 eV


Record 4
The following is a DFT calculation (ωB97M-V/def2-TZVPD) of 2 unconnected molecules or ions with the total composition C3H2Br2Cl2S.

CARTESIAN COORDINATES (ANGSTROEM)
C -0.080 0.571 0.900
C -0.531 0.149 -1.861
C 0.759 -0.475 1.351
S -1.025 1.766 1.213
Cl 0.919 0.557 -2.679
Cl 1.130 -0.485 3.153
Br -1.848 1.457 -1.745
Br -0.146 -2.174 0.869
H -0.899 -0.849 -2.032
H 1.720 -0.516 0.832

Lowest unoccupied orbital energy (spin up / spin down)   -1.024 / -1.234 eV
F_max   1.877 eV/Å
Orbital gap (spin up / spin down)   7.459 / 6.697 eV


Record 5
The following is a DFT calculation (ωB97M-V/def2-TZVPD) of 2 unconnected molecules or ions with the total composition C3H2Br2O.

CARTESIAN COORDINATES (ANGSTROEM)
C -0.046 -0.936 -0.425
C 0.667 0.112 0.204
C -0.481 0.463 -0.664
O -0.308 -2.098 -0.408
Br 2.325 0.879 0.115
Br -2.208 1.083 0.133
H 0.495 -0.655 2.666
H -0.444 1.152 -1.620

Lowest unoccupied orbital energy (spin up / spin down)   -2.670 / -0.760 eV
F_max   3.068 eV/Å
Relative energy (zero: lowest compared OMol25 entry of this formula, charge and spin)   550.0 kJ/mol
Orbital gap (spin up / spin down)   7.410 / 8.662 eV


Record 6
The following is a DFT calculation (ωB97M-V/def2-TZVPD) of a molecular structure, C3H2Br5Cl.

CARTESIAN COORDINATES (ANGSTROEM)
C 1.089 0.592 -0.499
C -0.344 -1.254 0.525
C 1.131 -0.827 -0.082
Cl 0.685 1.591 0.907
Br 2.949 0.969 -1.185
Br -0.378 -3.103 1.228
Br -1.551 -1.041 -0.994
Br 1.619 -1.790 -1.629
Br 2.455 -1.078 1.497
H 0.327 0.745 -1.430
H -0.531 -0.441 1.193

Lowest unoccupied orbital energy (spin up / spin down)   -0.017 / -4.394 eV
F_max   5.745 eV/Å
Multiplicity   3
Orbital gap (spin up / spin down)   6.068 / 5.713 eV